Formula: C43H70Br2O21S
Source: the OMol25 dataset
Level of theory: ωB97M-V/def2-TZVPD

```
137
Properties=species:S:1:pos:R:3:lowdin_charge:R:1
C -3.689 -4.758 1.634 -0.088
C -3.496 -3.347 2.224 -0.215
C -2.978 -2.300 1.213 -0.109
C -3.756 -0.986 1.206 -0.230
O -2.820 0.094 1.423 -0.148
S -3.449 1.457 0.945 0.562
O -4.242 1.998 1.987 -0.235
O -2.443 2.245 0.333 -0.207
O -4.358 0.844 -0.182 -0.189
C -4.555 -0.581 -0.081 -0.392
C -3.993 -1.171 -1.363 -0.180
O -2.649 -0.786 -1.444 -0.105
C -2.159 -0.632 -2.767 -0.140
C -2.075 -1.952 -3.516 -0.186
O -0.764 -2.464 -3.408 -0.130
C -0.750 -3.885 -3.371 -0.187
C 0.683 -4.379 -3.387 -0.175
O 1.100 -4.854 -4.651 -0.134
C 1.495 -6.214 -4.653 -0.280
C 2.083 -6.534 -6.005 -0.072
C -6.060 -0.913 0.143 -0.650
Br -7.023 0.540 0.960 0.859
C -6.842 -1.465 -1.045 -0.763
C -8.186 -2.057 -0.616 -0.158
Br -7.169 -0.096 -2.404 0.735
H -4.654 -5.179 1.911 0.068
H -2.917 -5.442 1.986 0.063
H -3.624 -4.751 0.544 0.062
H -2.778 -3.414 3.042 0.103
H -4.426 -3.002 2.680 0.099
H -2.924 -2.746 0.224 0.094
H -1.954 -2.026 1.469 0.126
H -4.450 -0.970 2.052 0.144
H -4.067 -2.264 -1.286 0.128
H -4.567 -0.865 -2.240 0.096
H -1.149 -0.239 -2.660 0.137
H -2.745 0.113 -3.316 0.134
H -2.782 -2.673 -3.086 0.119
H -2.352 -1.822 -4.570 0.133
H -1.240 -4.211 -2.448 0.095
H -1.311 -4.315 -4.209 0.135
H 1.319 -3.532 -3.103 0.132
H 0.801 -5.150 -2.618 0.108
H 2.213 -6.409 -3.847 0.112
H 0.617 -6.851 -4.466 0.105
H 1.355 -6.306 -6.785 0.077
H 2.971 -5.932 -6.194 0.078
H 2.327 -7.594 -6.077 0.076
H -6.098 -1.695 0.905 0.094
H -6.254 -2.228 -1.547 0.085
H -8.983 -1.323 -0.716 0.055
H -8.447 -2.896 -1.258 0.081
H -8.157 -2.375 0.426 0.078
O 2.642 5.958 1.707 0.119
C 1.804 5.100 1.670 -0.481
O 0.557 5.306 2.136 0.006
C -0.218 4.093 2.062 -0.137
C 0.471 3.249 0.997 -0.158
C 1.929 3.680 1.153 -0.067
H -0.200 3.619 3.045 0.131
H -1.244 4.353 1.816 0.122
H 0.295 2.184 1.125 0.111
H 0.101 3.530 0.011 0.118
H 2.459 3.094 1.906 0.130
H 2.499 3.667 0.227 0.125
O 4.346 10.483 5.306 0.089
C 3.568 9.568 5.282 -0.484
O 2.315 9.676 5.768 0.042
C 1.620 8.413 5.666 -0.138
C 2.361 7.647 4.578 -0.137
C 3.785 8.171 4.736 -0.057
H 1.676 7.916 6.637 0.134
H 0.578 8.610 5.424 0.014
H 2.263 6.568 4.674 0.126
H 1.976 7.924 3.599 0.065
H 4.366 7.607 5.469 0.129
H 4.336 8.213 3.800 0.123
O 3.029 -6.257 -1.085 0.106
C 2.429 -5.545 -0.329 -0.490
O 1.195 -5.856 0.121 0.024
C 0.660 -4.776 0.908 -0.148
C 1.878 -3.991 1.385 -0.141
C 2.852 -4.199 0.226 -0.064
H 0.006 -4.180 0.267 0.122
H 0.070 -5.206 1.714 0.122
H 1.651 -2.948 1.599 0.116
H 2.280 -4.444 2.292 0.119
H 2.720 -3.455 -0.562 0.130
H 3.897 -4.225 0.523 0.126
O -0.502 8.148 4.768 0.100
C -0.448 8.743 3.728 -0.431
O -0.959 9.990 3.594 0.049
C -0.829 10.441 2.233 -0.138
C 0.302 9.609 1.643 -0.125
C 0.150 8.294 2.407 -0.069
H -1.782 10.274 1.725 0.125
H -0.624 11.509 2.251 0.125
H 0.245 9.512 0.562 0.119
H 1.261 10.064 1.882 0.096
H -0.555 7.607 1.932 0.134
H 1.087 7.771 2.573 0.066
O 2.793 10.571 -0.090 0.113
C 3.613 11.178 0.539 -0.486
O 3.646 11.104 1.883 0.015
C 4.633 11.996 2.423 -0.146
C 5.614 12.235 1.279 -0.145
C 4.696 12.130 0.057 -0.071
H 4.130 12.915 2.731 0.131
H 5.065 11.524 3.300 0.105
H 6.143 13.181 1.367 0.114
H 6.354 11.434 1.253 0.117
H 4.224 13.081 -0.194 0.129
H 5.178 11.728 -0.830 0.122
O -2.374 -6.186 -2.208 0.107
C -2.791 -7.239 -2.595 -0.472
O -4.114 -7.513 -2.636 0.025
C -4.333 -8.876 -3.045 -0.150
C -3.067 -9.274 -3.796 -0.145
C -2.006 -8.443 -3.077 -0.065
H -4.490 -9.479 -2.148 0.127
H -5.233 -8.907 -3.653 0.125
H -2.884 -10.346 -3.780 0.117
H -3.140 -8.958 -4.837 0.120
H -1.599 -8.951 -2.201 0.136
H -1.185 -8.127 -3.714 0.107
O 6.754 -10.730 -3.304 0.118
C 6.218 -9.985 -2.539 -0.491
O 4.998 -10.244 -2.010 0.021
C 4.553 -9.136 -1.205 -0.158
C 5.822 -8.393 -0.810 -0.153
C 6.717 -8.647 -2.021 -0.074
H 3.888 -8.514 -1.804 0.106
H 3.997 -9.531 -0.358 0.125
H 5.639 -7.343 -0.595 0.104
H 6.264 -8.854 0.075 0.117
H 6.567 -7.905 -2.808 0.131
H 7.776 -8.708 -1.787 0.123
```

* charge: 0

Formula: C43H70F4N4O7
Source: the OMol25 dataset
Level of theory: ωB97M-V/def2-TZVPD

```
128
Properties=species:S:1:pos:R:3:mulliken_spin:R:1
C 3.882 -0.151 1.498 0.000
C 4.200 -1.143 0.333 0.000
C 3.914 -2.661 0.644 0.001
N 4.638 -0.765 -0.847 0.000
C 3.461 -0.200 -1.496 0.000
C 3.276 1.141 -1.678 0.000
C 4.324 2.192 -1.203 0.000
C 3.781 3.652 -1.137 0.000
C 2.873 3.871 0.128 0.005
F 4.936 4.498 -0.943 0.000
C 1.921 1.561 -2.356 -0.001
O 1.834 2.421 -3.205 0.000
C 0.682 0.737 -1.872 0.001
C -0.695 1.388 -1.572 0.007
C -1.625 1.542 -2.831 0.006
C -2.857 2.414 -2.382 0.002
F -3.302 2.040 -1.122 0.000
F -3.920 2.313 -3.234 0.000
F -2.514 3.753 -2.241 0.000
C 0.864 -0.598 -1.685 -0.002
C -0.232 -1.570 -1.164 0.000
O -0.345 -1.622 0.080 0.001
O -0.936 -2.294 -1.944 0.001
C 2.302 -1.151 -1.984 0.000
O 2.516 -2.182 -2.561 0.000
H 3.325 0.743 1.104 0.000
H 3.160 -0.667 2.191 0.002
H 4.777 0.151 2.093 0.000
H 4.369 -3.238 -0.203 0.000
H 2.791 -2.764 0.590 0.001
H 4.314 -2.954 1.645 -0.001
H 5.202 2.193 -1.908 0.000
H 4.726 1.852 -0.212 0.000
H 3.297 4.017 -2.071 0.000
H 2.928 4.969 0.361 -0.002
H 1.825 3.562 -0.099 0.002
H 3.304 3.348 1.022 -0.002
H -0.490 2.401 -1.116 0.000
H -1.189 0.786 -0.770 -0.001
H -1.093 2.085 -3.647 0.000
H -2.045 0.571 -3.189 -0.008
C -2.072 -2.371 5.214 0.016
C -0.816 -2.526 4.329 0.052
C -1.109 -3.518 3.192 0.017
C -1.172 -4.965 3.668 -0.019
C 0.105 -5.337 4.416 0.019
C 0.449 -4.370 5.562 0.024
N 0.358 -2.934 5.160 0.339
O 1.457 -2.642 4.476 0.585
C -0.486 -4.638 6.764 0.014
C 1.846 -4.741 6.099 -0.006
C -0.638 -1.126 3.716 -0.055
H -2.891 -1.931 4.639 0.000
H -2.465 -3.310 5.597 0.002
H -1.877 -1.710 6.062 -0.010
H -0.337 -3.437 2.419 0.002
H -2.052 -3.259 2.703 0.000
H -2.049 -5.124 4.302 0.000
H -1.295 -5.626 2.807 0.002
H 0.009 -6.357 4.804 0.000
H 0.930 -5.363 3.694 0.004
H -0.417 -3.835 7.502 -0.011
H -0.210 -5.565 7.273 0.001
H -1.530 -4.767 6.485 0.001
H 2.612 -4.714 5.323 0.000
H 1.847 -5.759 6.496 0.000
H 2.149 -4.070 6.907 0.000
H -0.404 -0.384 4.486 0.014
H -1.555 -0.805 3.217 0.000
H 0.147 -1.098 2.959 0.011
C 0.272 -2.648 -6.157 0.020
C -1.246 -2.367 -6.162 0.040
C -1.925 -3.243 -7.228 0.022
C -1.652 -2.768 -8.652 -0.020
C -2.041 -1.301 -8.808 0.018
C -1.393 -0.380 -7.760 0.034
N -1.506 -0.909 -6.368 0.270
O -2.738 -0.658 -5.946 0.618
C 0.095 -0.156 -8.115 0.018
C -2.016 1.023 -7.905 -0.004
C -1.696 -2.850 -4.769 -0.042
H 0.468 -3.681 -5.859 0.000
H 0.750 -2.536 -7.129 0.002
H 0.789 -2.001 -5.445 -0.011
H -3.009 -3.253 -7.066 0.006
H -1.594 -4.280 -7.126 0.002
H -0.601 -2.917 -8.912 0.000
H -2.229 -3.375 -9.356 0.002
H -1.776 -0.964 -9.815 0.002
H -3.133 -1.226 -8.741 0.004
H 0.632 0.307 -7.284 -0.009
H 0.194 0.514 -8.973 0.001
H 0.617 -1.066 -8.403 0.001
H -3.102 1.012 -7.796 0.001
H -1.811 1.434 -8.897 0.000
H -1.602 1.716 -7.168 0.000
H -1.254 -2.239 -3.978 0.022
H -1.385 -3.883 -4.598 0.000
H -2.782 -2.834 -4.649 0.000
C 0.158 3.142 5.431 0.020
C 0.410 3.975 4.156 0.043
C -0.013 5.432 4.405 0.014
C -1.526 5.613 4.441 -0.017
C -2.159 5.061 3.168 0.021
C -1.762 3.606 2.869 0.065
N -0.292 3.366 2.988 0.239
O 0.283 3.836 1.890 0.618
C -2.526 2.652 3.815 0.029
C -2.302 3.240 1.473 -0.033
C 1.943 3.931 4.001 -0.012
H 0.788 3.497 6.250 0.000
H -0.860 3.202 5.807 0.001
H 0.400 2.089 5.266 -0.008
H 0.398 6.078 3.621 0.004
H 0.415 5.790 5.347 0.001
H -1.951 5.129 5.325 0.000
H -1.763 6.677 4.534 0.002
H -3.247 5.142 3.245 0.001
H -1.865 5.704 2.331 0.002
H -2.109 1.643 3.779 -0.017
H -3.577 2.574 3.525 0.000
H -2.542 2.985 4.852 0.002
H -1.939 3.912 0.694 0.004
H -3.391 3.309 1.452 -0.001
H -2.030 2.218 1.201 0.008
H 2.289 2.914 3.798 0.004
H 2.431 4.270 4.918 0.000
H 2.303 4.583 3.202 0.001
```

* spin multiplicity: 4
* charge: -1
* ΔE to the lowest compared entry with this formula, charge and spin: 76.4 kcal per mole

Formula: C43H72Cl57N5PS2
Source: the OMol25 dataset
Level of theory: ωB97M-V/def2-TZVPD

```
180
Properties=species:S:1:pos:R:3:lowdin_charge:R:1
C 4.084 0.203 1.701 -0.106
C 3.996 -0.186 0.150 -0.248
C 4.903 0.709 -0.828 -0.192
C 6.468 0.253 -0.838 -0.183
C 7.337 0.993 0.293 -0.193
C 7.308 2.615 0.170 -0.179
C 6.238 3.296 1.177 -0.223
C 5.394 4.466 0.440 -0.170
C 3.820 4.104 0.477 -0.230
C 3.032 4.448 -0.875 -0.176
C 1.934 3.315 -1.282 -0.171
C 1.093 2.811 -0.049 -0.121
N -0.358 2.508 -0.218 -0.102
C -1.123 3.337 -1.207 -0.086
C -2.640 3.395 -0.676 -0.171
N -3.116 2.056 -0.230 -0.306
P -3.508 1.962 1.468 0.278
S -2.176 1.150 2.622 0.238
C -2.313 0.922 -0.747 -0.336
C -2.867 -0.540 -0.341 -0.428
S -4.741 -0.676 -0.547 0.773
C -5.304 -1.895 0.737 -0.533
C -6.293 -1.267 1.857 -0.190
C -0.706 1.069 -0.481 -0.230
C 0.079 0.379 -1.685 -0.120
C 0.261 -1.223 -1.424 -0.169
C 1.664 -1.717 -2.080 -0.177
C 2.192 -3.105 -1.486 -0.208
N 2.003 -3.249 -0.004 -0.003
C 2.967 -4.193 0.554 -0.480
N 4.043 -3.854 1.262 0.116
N 2.767 -5.666 0.397 0.070
H 3.442 1.145 1.868 0.059
H 3.597 -0.624 2.340 0.082
H 5.132 0.398 2.091 0.041
H 4.281 -1.283 -0.068 0.090
H 2.881 -0.078 -0.144 0.075
H 4.528 0.484 -1.900 0.106
H 4.824 1.831 -0.653 0.086
H 6.884 0.587 -1.862 0.074
H 6.538 -0.894 -0.786 0.118
H 8.435 0.699 0.084 0.112
H 7.118 0.634 1.352 0.093
H 8.332 3.040 0.431 0.112
H 7.023 2.853 -0.916 0.069
H 6.843 3.795 2.022 0.077
H 5.593 2.484 1.643 0.037
H 5.543 5.419 1.055 0.109
H 5.790 4.667 -0.607 0.068
H 3.685 2.993 0.756 0.070
H 3.350 4.699 1.342 0.079
H 2.558 5.483 -0.855 0.115
H 3.790 4.440 -1.739 0.115
H 2.570 2.431 -1.668 0.104
H 1.388 3.729 -2.185 0.113
H 1.594 1.856 0.362 0.135
H 1.179 3.578 0.810 0.157
H -0.801 2.720 0.709 0.134
H -1.006 2.965 -2.274 0.149
H -0.701 4.408 -1.133 0.155
H -3.284 3.689 -1.588 0.138
H -2.814 4.236 0.091 0.126
H -4.796 1.339 1.576 -0.153
H -3.677 3.326 1.922 -0.040
H -2.409 0.961 -1.899 0.153
H -2.506 -0.905 0.673 0.061
H -2.451 -1.289 -1.112 0.073
H -4.414 -2.379 1.265 0.089
H -5.885 -2.737 0.239 -0.002
H -5.858 -1.419 2.905 0.050
H -7.356 -1.712 1.777 0.003
H -6.414 -0.135 1.728 0.030
H -0.449 0.480 0.473 0.122
H 1.131 0.766 -1.879 0.091
H -0.476 0.447 -2.696 0.133
H 0.216 -1.406 -0.301 0.104
H -0.549 -1.837 -1.955 0.116
H 2.462 -0.899 -2.087 0.081
H 1.414 -1.911 -3.189 0.125
H 1.789 -3.991 -2.090 0.128
H 3.336 -3.118 -1.663 0.123
H 2.098 -2.305 0.393 0.083
H 4.036 -2.821 1.315 0.012
H 2.280 -5.925 1.281 0.053
H 3.698 -6.115 0.510 0.080
C 5.876 -5.608 4.157 -1.522
Cl 5.863 -4.170 5.190 0.517
Cl 7.461 -6.394 4.206 0.504
Cl 4.601 -6.732 4.649 0.496
H 5.680 -5.295 3.132 -0.004
C 8.337 3.986 -3.946 -1.516
Cl 7.366 2.510 -3.982 0.540
Cl 7.580 5.190 -2.898 0.537
Cl 9.984 3.637 -3.404 0.547
H 8.387 4.389 -4.956 0.022
C -7.962 -3.265 -2.141 -1.522
Cl -7.966 -1.837 -1.094 0.559
Cl -6.376 -4.051 -2.117 0.534
Cl -9.226 -4.400 -1.649 0.539
H -8.169 -2.942 -3.160 -0.101
C -8.798 -2.513 5.034 -1.506
Cl -7.112 -2.148 5.431 0.534
Cl -9.835 -1.119 5.374 0.508
Cl -8.944 -3.008 3.340 0.543
H -9.125 -3.339 5.661 0.017
C 7.153 -10.243 2.312 -1.548
Cl 6.240 -11.758 2.275 0.518
Cl 6.343 -9.051 3.341 0.480
Cl 8.806 -10.527 2.874 0.522
H 7.199 -9.847 1.300 -0.079
C 1.761 -4.144 5.508 -1.544
Cl 1.306 -2.445 5.704 0.515
Cl 0.594 -5.198 6.317 0.532
Cl 1.890 -4.559 3.793 0.515
H 2.736 -4.293 5.970 -0.010
C 12.445 6.346 -3.516 -1.547
Cl 12.752 5.531 -5.056 0.512
Cl 13.866 6.245 -2.464 0.551
Cl 11.992 8.034 -3.786 0.530
H 11.617 5.844 -3.021 -0.037
C -10.728 -1.971 -5.222 -1.500
Cl -10.733 -0.546 -4.175 0.515
Cl -9.141 -2.755 -5.199 0.568
Cl -11.988 -3.109 -4.730 0.545
H -10.935 -1.649 -6.241 0.018
C -12.310 1.031 2.631 -1.569
Cl -12.587 0.597 4.322 0.509
Cl -11.790 2.718 2.499 0.508
Cl -11.113 -0.047 1.900 0.518
H -13.249 0.919 2.088 -0.103
C -14.208 2.459 -0.970 -1.493
Cl -14.488 2.026 0.724 0.575
Cl -13.681 4.142 -1.101 0.534
Cl -13.015 1.373 -1.696 0.523
H -15.145 2.350 -1.512 0.021
C -6.272 -7.318 -4.622 -1.540
Cl -4.631 -6.767 -4.254 0.508
Cl -7.303 -5.950 -5.064 0.495
Cl -6.248 -8.523 -5.916 0.531
H -6.685 -7.783 -3.729 0.019
C -7.561 2.253 -4.411 -1.609
Cl -6.112 3.272 -4.394 0.499
Cl -7.303 0.791 -3.450 0.500
Cl -8.961 3.152 -3.812 0.528
H -7.761 1.955 -5.446 -0.115
C 5.204 3.654 4.878 -1.500
Cl 6.064 2.207 4.338 0.539
Cl 6.214 5.092 4.672 0.548
Cl 3.678 3.835 4.000 0.551
H 4.978 3.543 5.936 0.006
C -6.704 4.069 2.814 -1.456
Cl -5.812 2.628 2.284 0.563
Cl -5.721 5.524 2.599 0.543
Cl -8.224 4.203 1.928 0.548
H -6.931 3.961 3.874 0.027
C -8.571 2.999 -8.717 -1.498
Cl -7.589 3.572 -10.071 0.539
Cl -9.253 1.406 -9.072 0.531
Cl -7.610 2.947 -7.230 0.599
H -9.391 3.698 -8.569 0.022
C -14.964 4.293 4.147 -1.552
Cl -14.450 4.734 5.781 0.526
Cl -15.640 2.657 4.129 0.505
Cl -16.142 5.459 3.529 0.526
H -14.092 4.310 3.497 -0.023
C 15.608 3.043 -2.775 -1.562
Cl 14.103 2.118 -2.894 0.501
Cl 16.784 2.189 -1.767 0.525
Cl 16.277 3.350 -4.385 0.516
H 15.387 4.001 -2.307 -0.045
C 8.462 0.714 7.430 -1.531
Cl 9.808 1.776 6.998 0.528
Cl 6.953 1.633 7.530 0.503
Cl 8.310 -0.605 6.262 0.513
H 8.666 0.284 8.408 0.018
C 8.836 -10.825 -1.694 -1.518
Cl 10.277 -9.799 -1.666 0.528
Cl 9.084 -12.273 -0.710 0.530
Cl 7.420 -9.924 -1.128 0.557
H 8.656 -11.135 -2.721 0.016
```

* charge: +1

no.,DFT total energy (a.u.)
1,-8806.69988
2,-2825.40266
3,-29323.50921